Record 1
ORCA calculation (the ωB97M-V functional and the def2-TZVPD basis) on a structure of composition C10H14BN7O2Pb in a non-equilibrium geometry.

XYZ file:
```
35
Properties=species:S:1:pos:R:3:nbo_charge:R:1
H -0.50737 2.96576 2.26796 0.2459
N -0.12985 1.71079 0.59528 -0.3577
B 0.52599 0.67641 -1.61475 0.5486
N 0.46721 1.91397 -0.63394 -0.3243
C 0.80257 3.21058 -0.75240 0.0125
Pb -0.84169 -0.48601 1.22456 1.7511
H 1.25929 3.57600 -1.67187 0.2272
C 0.43948 3.87456 0.42045 -0.3474
H 0.55773 4.91692 0.65514 0.2378
C -0.13056 2.88570 1.25562 0.0168
H 0.97816 1.06398 -2.64249 -0.0210
C -1.44474 -2.23825 1.83437 -1.1627
H -1.84894 -1.96640 2.89477 0.2609
H -0.59741 -2.92805 1.95451 0.2470
H -2.23634 -2.60625 1.15956 0.2226
N -0.89074 0.03360 -1.69847 -0.2981
N 1.45418 -0.39067 -0.98321 -0.3300
N -1.58110 -0.61056 -0.66020 -0.4636
N 1.07374 -1.04951 0.17700 -0.3947
C -1.62474 0.04354 -2.79107 0.0551
C 2.63113 -0.87719 -1.39941 0.0239
H -1.14742 0.49068 -3.68060 0.2395
H 3.05753 -0.54112 -2.33382 0.2271
C -2.88483 -0.55210 -2.56289 -0.3415
C 3.08854 -1.81687 -0.47343 -0.3460
C -2.82796 -0.94346 -1.20031 0.0293
C 2.09534 -1.87683 0.53890 0.0312
H -3.68716 -0.68396 -3.25480 0.2478
H 4.00846 -2.38908 -0.49533 0.2414
H -3.60748 -1.39872 -0.57580 0.2404
H 2.11009 -2.37455 1.51186 0.2713
H -1.97391 -0.05118 2.55907 -0.1871
O 2.17687 -0.98668 3.52566 -0.4876
N 0.96278 -0.78694 3.19186 0.2267
O 0.27318 0.19187 3.65822 -0.5425
```

- ΔE to the lowest compared entry with this formula, charge and spin (eV) = 2.8530
- E_tot (hartree) = -1140.71262
- LUMO energy (eV) = 0.1
- molecular weight (g/mol) = 482.3
- gap between HOMO and LUMO (eV) = 7.6
- strongest force on any atom (eV/A) = 7.0


Record 2
ORCA calculation (the ωB97M-V functional and the def2-TZVPD basis) on the ion H2N2O4P with charge -1 in a non-equilibrium geometry.

XYZ file:
```
9
Properties=species:S:1:pos:R:3:nbo_charge:R:1
N -0.52550 -0.52097 0.89464 -0.7158
N 0.98172 0.53172 -1.14561 0.3018
O 1.10158 1.42788 -0.33460 -0.4809
O -0.11189 -1.87723 -1.22811 -1.1318
O 1.54730 0.48569 -2.20638 -0.4298
O -0.76142 0.45817 2.04400 -0.6270
P -0.57923 -0.50456 -0.93776 1.2747
H -1.29828 -1.26281 1.17747 0.3453
H -0.35428 1.26212 1.73635 0.4633
```

- ΔE to the lowest compared entry with this formula, charge and spin (eV) = 4.9226
- E_tot (hartree) = -752.95695
- LUMO energy (eV) = 4.2
- charge = -1
- molecular weight (g/mol) = 125.0
- gap between HOMO and LUMO (eV) = 7.9
- strongest force on any atom (eV/A) = 3.5


Record 3
ORCA calculation (the ωB97M-V functional and the def2-TZVPD basis) on a cluster of 2 separate species, CH5N3O2 in total in a non-equilibrium geometry.

XYZ file:
```
11
Properties=species:S:1:pos:R:3:nbo_charge:R:1
H 0.93307 0.24108 1.75929 0.2431
N 0.23623 0.41439 0.95801 -0.2735
N 0.80359 0.60103 -0.09288 -0.0990
C 2.23969 0.52286 -0.18861 -0.4843
H 2.68064 0.31252 0.79844 0.1655
H 2.44171 -0.27546 -0.90678 0.2251
H 2.69488 1.46905 -0.53052 0.2229
O -2.61408 0.35122 0.01697 -0.2937
N -2.21531 -0.57619 -0.56511 0.3956
O -3.11484 -1.56152 -0.77279 -0.5677
H -4.08560 -1.49899 -0.47600 0.4661
```

- ΔE to the lowest compared entry with this formula, charge and spin (eV) = 3.9292
- E_tot (hartree) = -355.67983
- LUMO energy (eV) = 0.9
- SMILES string = [H]/N=N\C.O=NO
- molecular weight (g/mol) = 91.1
- gap between HOMO and LUMO (eV) = 10.0
- strongest force on any atom (eV/A) = 2.6


Record 4
ORCA calculation (the ωB97M-V functional and the def2-TZVPD basis) on an isolated molecule of C6H13NO in a non-equilibrium geometry.

XYZ file:
```
21
Properties=species:S:1:pos:R:3:nbo_charge:R:1
C 1.74100 0.01988 -2.08223 -0.6294
C 0.52703 -0.38922 -1.31879 -0.0915
N -0.76254 0.25198 -1.56531 -0.6120
C -0.15596 0.68332 -0.32362 -0.0658
C -0.57456 0.12693 0.96579 0.2625
C -1.27224 -1.21769 0.99936 -0.6502
C 0.46506 0.27659 2.05830 -0.6299
O -1.67173 1.31667 1.16838 -0.7869
H 1.68457 -0.32997 -3.11948 0.2053
H 2.63650 -0.41650 -1.63020 0.2177
H 1.86970 1.10669 -2.10375 0.2054
H 0.47072 -1.45378 -1.12820 0.1934
H -0.69790 0.97786 -2.27888 0.3599
H 0.32405 1.65410 -0.28138 0.2129
H -1.79674 -1.33358 1.95371 0.2288
H -0.56359 -2.04617 0.90537 0.2177
H -2.01321 -1.30544 0.20068 0.2321
H 0.94065 1.26107 2.02925 0.2213
H 1.24831 -0.48291 1.96263 0.2201
H -0.00464 0.17474 3.04131 0.2276
H -2.39449 1.12543 0.54704 0.4610
```

- ΔE to the lowest compared entry with this formula, charge and spin (eV) = 2.4223
- E_tot (hartree) = -366.34488
- LUMO energy (eV) = 1.0
- SMILES string = C[C@@H]1N[C@H]1C(C)(C)O
- molecular weight (g/mol) = 115.2
- gap between HOMO and LUMO (eV) = 9.6
- strongest force on any atom (eV/A) = 5.0


Record 5
ORCA calculation (the ωB97M-V functional and the def2-TZVPD basis) on an isolated molecule of C19H18N6O2 in a non-equilibrium geometry.

XYZ file:
```
45
Properties=species:S:1:pos:R:3:nbo_charge:R:1
C 2.85112 3.82232 -0.75663 -0.4039
N 2.48903 3.31066 -2.02089 -0.1752
N 2.63880 4.05351 -3.11611 -0.2320
C 1.82305 3.58582 -4.04147 -0.0594
C 1.16586 2.36046 -3.45779 -0.3172
C 1.55732 2.27462 -2.18365 0.0893
C 1.02760 1.16685 -1.16134 0.1908
C 0.17788 0.16180 -1.45315 -0.2161
C -0.29916 -0.69072 -0.47988 -0.2076
C 0.20729 -0.55419 0.76095 0.1615
C 1.22645 0.36178 0.99199 0.0768
C 1.56290 0.25955 2.36513 -0.0210
N 0.89084 -0.63405 2.99990 -0.2218
N 0.01414 -1.14015 2.04439 -0.2304
C -0.93946 -2.29447 2.11372 -0.1064
C -2.14482 -1.76201 2.81328 -0.4397
C -2.74008 -0.37683 2.43065 0.0108
C -2.33483 0.71165 3.21326 -0.2408
C -2.73682 2.02751 2.88653 -0.1862
C -3.42184 2.26527 1.56731 -0.2093
C -3.68613 1.16510 0.80129 -0.2120
C -3.46666 -0.17813 1.17494 -0.2226
C -0.45301 -3.50627 2.92196 0.6037
O -0.88722 -4.66298 2.64067 -0.6711
N 0.28113 -3.47718 4.05862 -0.3244
O 0.54683 -4.69544 4.80575 -0.5384
N 1.61913 1.21525 0.03155 -0.3959
H 3.34844 3.02749 -0.24238 0.2247
H 1.89154 4.10367 -0.22649 0.2008
H 3.55158 4.74232 -0.89110 0.2285
H 1.70768 3.94837 -5.03090 0.2095
H 0.28339 1.83589 -4.03265 0.2248
H -0.18122 0.06245 -2.49432 0.2288
H -1.06814 -1.37322 -0.75508 0.2261
H 2.44770 0.67612 2.77880 0.2174
H -1.23532 -2.68054 1.11207 0.2548
H -1.89125 -1.72171 3.85190 0.2151
H -2.93869 -2.46764 2.86435 0.2366
H -1.63098 0.54787 4.05484 0.2235
H -2.24027 2.81003 3.47840 0.2192
H -3.81508 3.17665 1.20669 0.2203
H -4.18502 1.30792 -0.11206 0.2060
H -3.84752 -1.01164 0.60599 0.2188
H 0.63212 -2.51896 4.38720 0.4319
H 0.09029 -5.47525 4.44186 0.5119
```

- ΔE to the lowest compared entry with this formula, charge and spin (eV) = 4.7453
- E_tot (hartree) = -1213.66848
- LUMO energy (eV) = -0.1
- SMILES string = Cn1nccc1-c1ccc2c(cnn2[C@H](Cc2ccccc2)C(=O)NO)n1
- molecular weight (g/mol) = 362.4
- gap between HOMO and LUMO (eV) = 8.8
- strongest force on any atom (eV/A) = 5.2


Record 6
ORCA calculation (the ωB97M-V functional and the def2-TZVPD basis) on a structure of composition C16H14Cl3GeN2O2Sn.

XYZ file:
```
39
Properties=species:S:1:pos:R:3:mulliken_spin:R:1
Sn -0.44954 0.17805 -0.51444 0.4694
O -1.23824 -1.71501 -1.09213 0.1060
C -2.26323 -2.29990 -0.48345 0.0217
C -3.31146 -2.82505 -1.25598 0.0163
C -4.36904 -3.47730 -0.66087 -0.0025
C -4.42766 -3.65066 0.72622 0.0105
C -3.40074 -3.15765 1.49580 -0.0035
C -2.32818 -2.46679 0.91383 -0.0154
C -1.28770 -1.96521 1.78457 0.0098
N -0.48318 -1.01765 1.49331 0.0274
C 0.55104 -0.62667 2.43167 0.0124
C 1.84051 -0.56363 1.63897 -0.0043
N 1.62759 0.29014 0.46464 0.0351
C 2.67102 0.90266 0.01345 0.0047
C 2.78975 1.77449 -1.11215 -0.0048
C 4.08372 2.21755 -1.46105 -0.0079
C 4.28143 3.06040 -2.52045 0.0142
C 3.16199 3.49406 -3.25444 -0.0062
C 1.89180 3.08729 -2.93511 0.0173
C 1.66847 2.21015 -1.85108 0.0249
O 0.45570 1.85924 -1.53446 0.0551
H -3.25660 -2.70035 -2.32942 0.0007
H -5.16848 -3.86289 -1.28178 -0.0005
H -5.26084 -4.16625 1.18290 0.0007
H -3.41692 -3.28104 2.57330 0.0000
H -1.20067 -2.43981 2.76610 -0.0002
H 0.64474 -1.33378 3.25968 -0.0010
H 0.30556 0.35649 2.84309 -0.0018
H 2.10962 -1.57033 1.30643 0.0006
H 2.65262 -0.17975 2.25924 0.0009
H 3.60514 0.74522 0.55951 0.0019
H 4.92738 1.86868 -0.87490 -0.0006
H 5.27486 3.39409 -2.78485 0.0010
H 3.30520 4.16821 -4.09029 -0.0002
H 1.02869 3.42488 -3.49324 0.0004
Cl -2.73816 3.66198 0.13390 0.0204
Ge -1.47359 2.15441 0.99473 0.1285
Cl -2.77802 1.21489 2.49384 0.0291
Cl -0.02456 3.23683 2.19492 0.0399
```

- multiplicity = 2
- ΔE to the lowest compared entry with this formula, charge and spin (eV) = 0.0000
- E_tot (hartree) = -4550.01930
- LUMO energy (spin up / spin down) (eV) = -0.5 / -1.4
- expectation value of S² = 0.757
- molecular weight (g/mol) = 564.0
- gap between HOMO and LUMO (spin up / spin down) (eV) = 6.5 / 6.9
- strongest force on any atom (eV/A) = 0.5